{"formula": "C35H26IrN5O7Si", "method": "the ωB97M-V functional and the def2-TZVPD basis", "symbols": ["Ir", "Si", "O", "O", "O", "O", "O", "O", "O", "N", "N", "N", "N", "N", "C", "C", "C", "C", "C", "C", "C", "C", "C", "C", "C", "C", "C", "C", "C", "C", "C", "C", "C", "C", "C", "C", "C", "C", "C", "C", "C", "C", "C", "C", "C", "C", "C", "C", "C", "H", "H", "H", "H", "H", "H", "H", "H", "H", "H", "H", "H", "H", "H", "H", "H", "H", "H", "H", "H", "H", "H", "H", "H", "H", "H"], "positions_angstrom": [[-0.93004, 0.23737, 1.72831], [-0.19822, 0.21961, -1.53251], [-0.77047, -3.93961, 1.65925], [-2.89462, -2.88274, 0.03056], [3.14593, 4.40150, 1.57160], [-0.91521, 0.71609, -0.16946], [4.93706, 3.09228, 1.48077], [0.54079, 4.05148, 1.86866], [-0.79177, 2.26966, 2.11649], [0.03531, -1.05244, 3.51028], [-1.36937, -1.71470, 1.36358], [1.12888, 0.60718, 1.64141], [2.25334, -0.09021, 1.47244], [-2.93045, 0.30239, 1.52040], [1.75715, -4.01563, -0.97812], [0.79322, -0.63533, 4.52455], [-1.15202, -0.31990, -4.16176], [-4.71349, -0.67917, 0.29039], [2.04991, 3.69701, -1.53294], [-2.10020, -0.37251, -5.17240], [1.77942, -1.42549, 5.08760], [3.16274, 3.38977, -2.30365], [-1.48139, 0.15388, -2.88956], [-3.67705, 1.37843, 1.77995], [-0.10096, -2.64300, -1.64766], [-3.74158, 0.53779, -3.67352], [1.19135, -3.13895, 3.53162], [3.26884, 2.13735, -2.89262], [0.33736, 2.84305, 1.90166], [2.85824, 2.01962, 1.55715], [-3.39965, 0.05271, -4.92697], [1.98502, -2.70035, 4.57753], [1.05586, 2.74635, -1.34493], [3.74047, 3.22126, 1.53689], [-2.52819, -1.90480, 0.63332], [1.15206, 1.47097, -1.91054], [1.46627, 1.88377, 1.69557], [1.93612, -1.61895, -0.93242], [-3.42875, -0.70613, 0.79092], [-4.97537, 1.46748, 1.31282], [0.61636, -1.47545, -1.37878], [2.50370, -2.87031, -0.72888], [2.27304, 1.18940, -2.69550], [-0.67120, -2.75760, 1.89847], [0.45643, -3.89835, -1.44204], [0.22677, -2.28283, 3.02227], [-5.49890, 0.43070, 0.55280], [3.31842, 0.72699, 1.41351], [-2.78648, 0.58895, -2.66629], [2.15511, 4.33096, 1.65869], [2.75158, -3.34116, 4.99280], [2.19324, -4.99436, -0.82254], [2.38132, 0.21164, -3.15319], [-1.12311, -2.57883, -1.99984], [-4.14088, 0.01153, -5.71510], [-5.55695, 2.34937, 1.53889], [3.94492, 4.12480, -2.44452], [-6.50686, 0.49366, 0.16505], [0.60717, 0.37008, 4.88119], [2.54187, -0.73290, -0.77479], [-4.75119, 0.88216, -3.48289], [2.37149, -1.04244, 5.90658], [-0.14213, -0.66070, -4.36743], [4.13295, 1.89517, -3.49890], [-0.13508, -4.78438, -1.63139], [-3.20137, 2.16515, 2.34746], [-5.05258, -1.52257, -0.29438], [4.32001, 0.36460, 1.25747], [0.19151, 2.99440, -0.73857], [1.28320, -4.12263, 3.09303], [1.96008, 4.67279, -1.07180], [-3.04721, 0.99091, -1.69485], [3.53254, -2.95386, -0.39693], [2.20414, -1.08564, 1.30729], [-1.82845, -0.74631, -6.15154]], "atomic_forces_ev_per_a": [[1.5, -0.8, 0.4], [0.3, 0.1, 0.1], [0.1, 0.1, 0.0], [0.1, 0.0, 0.0], [0.1, 0.0, 0.1], [-0.9, 0.4, -0.2], [0.0, 0.0, 0.0], [0.0, 0.0, 0.1], [0.2, 0.1, 0.0], [-0.7, 0.5, -0.2], [0.2, 0.1, -0.5], [-0.2, -0.3, 0.0], [0.0, 0.2, 0.4], [-0.1, -0.1, 0.0], [0.0, 0.0, 0.0], [-0.1, 0.1, 0.0], [-0.1, 0.0, 0.0], [0.0, 0.0, 0.0], [0.0, 0.0, 0.0], [0.0, 0.0, 0.0], [0.0, -0.1, 0.0], [0.0, 0.0, 0.0], [0.0, 0.0, 0.0], [0.0, 0.0, 0.0], [0.0, 0.0, 0.1], [0.0, 0.0, 0.0], [0.0, 0.1, 0.0], [0.0, 0.0, 0.0], [-0.1, -0.1, 0.0], [0.0, 0.0, 0.0], [0.0, 0.0, 0.0], [0.0, 0.0, 0.0], [0.0, 0.0, -0.1], [0.0, 0.0, -0.1], [-0.1, -0.1, 0.1], [0.0, 0.0, 0.0], [0.0, 0.0, 0.0], [0.0, 0.0, -0.3], [0.0, 0.1, 0.0], [0.0, 0.0, 0.0], [0.0, 0.0, -0.1], [0.0, 0.0, 0.0], [0.0, 0.0, 0.0], [-0.1, 0.0, 0.2], [0.0, 0.0, 0.0], [0.2, -0.1, 0.0], [0.0, 0.0, 0.0], [-0.1, 0.0, 0.0], [0.0, 0.0, 0.0], [0.0, 0.0, 0.0], [0.0, 0.0, 0.0], [0.0, 0.0, 0.0], [0.0, 0.0, 0.0], [0.0, 0.0, 0.0], [0.0, 0.0, 0.0], [0.0, 0.0, 0.0], [0.0, 0.0, 0.0], [0.0, 0.0, 0.0], [0.0, 0.0, 0.0], [-0.1, -0.1, -0.2], [0.0, 0.0, 0.0], [0.0, 0.0, 0.0], [0.0, 0.0, 0.0], [0.0, 0.0, 0.0], [0.0, 0.0, 0.0], [0.0, 0.0, 0.0], [0.0, 0.0, 0.0], [0.0, 0.0, 0.0], [0.0, 0.0, 0.0], [0.0, 0.0, 0.0], [0.0, 0.0, 0.0], [0.0, 0.0, 0.1], [0.0, 0.0, 0.0], [0.0, 0.0, 0.0], [0.0, 0.0, 0.0]], "largest_force_ev_per_a": 1.74, "e_tot_ev": -69221.6640, "molar_mass_g_mol": 848.92, "homo_lumo_gap_ev": 8.00}

***

{"formula": "C9H12N", "method": "the ωB97M-V functional and the def2-TZVPD basis", "symbols": ["N", "C", "C", "C", "C", "C", "C", "C", "C", "C", "H", "H", "H", "H", "H", "H", "H", "H", "H", "H", "H", "H"], "positions_angstrom": [[1.38914, -2.04618, 0.00591], [-2.42702, -0.20596, -0.86056], [0.88750, 0.78441, -0.97440], [-1.62974, 0.64518, -0.17015], [0.75245, 1.77201, 0.24176], [-0.28573, 0.98700, -0.31205], [-2.85000, 1.21071, 0.56601], [3.10964, 0.71510, 0.13233], [2.07021, 1.57256, -0.60054], [-3.67246, 0.06412, -0.12920], [2.24079, 2.45691, -1.31235], [-4.34277, 0.55727, -0.72197], [-4.01970, -0.63517, 0.56624], [0.75978, -2.54227, 0.59371], [3.83477, 0.47223, -0.49880], [-2.13716, -0.78362, -1.74079], [-2.98231, 1.24593, 1.59259], [3.61074, 1.29704, 1.03615], [-3.06920, 2.11198, 0.18040], [1.88886, -2.61934, -0.63952], [2.08817, -1.64281, 0.60598], [2.69805, -0.10555, 0.65594]], "atomic_forces_ev_per_a": [[0.2, 1.5, -0.1], [2.2, -0.7, -0.8], [-0.7, 0.8, 0.5], [-2.0, -0.6, 0.2], [-0.4, -1.1, -1.7], [2.5, 0.9, 0.3], [0.9, -3.0, 0.0], [-1.0, 4.2, 4.0], [-1.4, -0.2, 0.4], [2.4, 1.8, 0.6], [0.4, -1.5, 1.3], [-2.6, 0.4, -1.6], [-0.8, -1.2, 0.6], [-0.4, -0.8, 0.2], [3.1, -1.3, -2.7], [-0.4, -0.2, 0.3], [0.5, 0.0, 2.2], [-1.0, -0.6, -2.1], [-1.0, 3.3, -1.4], [0.0, -0.7, -0.3], [0.0, -0.3, 0.2], [-0.6, -0.6, -0.1]], "largest_force_ev_per_a": 5.86, "e_tot_ev": -11003.5517, "total_charge": 1, "molar_mass_g_mol": 134.20, "homo_lumo_gap_ev": 9.14}